Computed, not measured: a single C2H7BS molecule, with the ωB97M-V functional and the def2-TZVPD basis.

Last column: Löwdin charge in e.
Element x y z (Å)
C 0.03 -1.42 -0.64  -0.0933
B 0.51 -0.32 0.35  -0.8190
C -0.48 0.97 0.40  -0.1178
S 2.08 -0.05 1.12  0.8388
H -0.41 -0.82 -1.44  0.0514
H -0.77 -2.13 -0.33  0.0763
H 0.78 -1.90 -1.33  0.0685
H -0.31 1.87 0.97  0.0392
H -1.49 0.59 0.58  0.0647
H -0.44 1.22 -0.66  0.0597
H 1.86 1.23 1.21  -0.1686

Computed properties:
Net charge = 0
Gap between HOMO and LUMO = 10.43 eV
Relative energy (zero: lowest compared OMol25 entry of this formula, charge and spin) = 0.0 kJ/mol
LUMO level = 0.485 eV
Maximum force = 0.0371 hartree/bohr
Energy = -13699.46548 eV